# 1
# C19H20F11I2O2

2 unconnected molecules or ions with the total composition C19H20F11I2O2 at a distorted geometry (wB97M-V/def2-TZVPD, OMol25).

```
54
Properties=species:S:1:pos:R:3:mulliken_charge:R:1
C 6.9188 0.6653 3.6354 -1.394
C 5.6608 1.0531 2.9138 1.062
C 5.4915 0.7794 1.5575 -0.738
C 4.3286 1.1583 0.8900 -0.240
C 3.2979 1.8206 1.5537 0.117
C 2.0295 2.2286 0.8630 -1.245
C 0.7957 1.5102 1.4012 1.039
C -0.3602 1.9838 0.5781 -1.310
O -1.6703 1.4526 0.9723 -0.269
C -2.4211 2.2033 1.7552 0.845
F -3.0287 3.2340 1.0578 -0.316
F -3.4112 1.4576 2.2765 -0.258
F -1.7656 2.8174 2.7647 -0.242
C 0.9217 0.0879 1.5308 -1.445
I -0.1235 -0.6123 3.5049 -0.279
C 0.3260 -0.9016 0.5510 0.082
C 0.5167 -2.3954 0.8768 -1.294
I 1.1831 -0.5676 -1.4255 -0.120
C 3.4697 2.0979 2.9121 -0.220
C 4.6278 1.7165 3.5784 -0.828
H 6.7302 0.5640 4.7021 0.354
H 7.3111 -0.2847 3.2796 0.355
H 7.7015 1.4126 3.5092 0.259
H 6.2754 0.2565 1.0258 0.349
H 4.2155 0.9234 -0.1590 0.332
H 2.1566 2.1426 -0.2270 0.234
H 1.8921 3.3011 1.0564 0.425
H -0.3060 1.7265 -0.4887 0.214
H -0.4144 3.0755 0.6217 0.483
H 1.9530 -0.1931 1.7269 0.814
H -0.7295 -0.7012 0.4145 0.353
H 1.1468 -2.5173 1.7499 0.404
H -0.4447 -2.8697 1.0488 0.328
H 0.9869 -2.9303 0.0568 0.386
H 2.6721 2.5947 3.4450 0.443
H 4.7288 1.9324 4.6336 0.301
C -4.5645 -0.4668 -2.8227 -0.668
C -5.6658 -1.5033 -3.0634 0.848
C -5.5930 -2.8261 -2.2963 0.091
F -4.4840 -3.5146 -2.6269 -0.214
F -6.6740 -3.5709 -2.6340 -0.282
F -5.8126 -1.7511 -4.3820 -0.287
F -6.8217 -0.9206 -2.6185 -0.331
O -3.5152 -0.3996 -3.7576 -0.366
C -2.3853 -1.1570 -3.6354 0.804
C -2.1841 -2.0747 -4.8475 0.135
F -3.2541 -2.8806 -5.0154 -0.237
F -1.0951 -2.8421 -4.6342 -0.240
F -2.3610 -1.8555 -2.4893 -0.257
F -1.3368 -0.3142 -3.6305 -0.268
H -5.0743 0.4890 -2.9278 0.385
H -4.1931 -0.5196 -1.7984 0.349
H -5.6096 -2.6446 -1.2188 0.312
H -2.0385 -1.4703 -5.7446 0.247
```

- LUMO energy: 2.3888 eV
- Total charge: -1
- Maximum force: 0.037 hartree/bohr
- DFT total energy: -2580.4399 Ha
- Orbital gap: 0.195 hartree


# 2
# C4H7NO

A single C4H7NO molecule (wB97M-V/def2-TZVPD, OMol25).

```
13
Properties=species:S:1:pos:R:3:mulliken_charge:R:1
O -0.2967 -1.8805 -1.2558 -0.534
C 0.4238 -0.8388 -0.6613 0.559
C 0.0030 0.4527 -1.3318 -1.331
C -0.3644 1.1716 2.1575 -0.968
C -0.0740 0.1167 1.4358 0.621
N 0.1952 -0.8878 0.7931 -0.489
H -0.1111 -2.6811 -0.7465 0.316
H 0.2271 0.3946 -2.3997 0.327
H 1.5068 -0.9927 -0.7828 0.238
H -1.0734 0.6037 -1.2053 0.349
H 0.5331 1.3073 -0.9022 0.402
H -1.3960 1.4736 2.2937 0.256
H 0.4266 1.7607 2.6053 0.254
```

- ΔE to the lowest compared entry with this formula, charge and spin: 193.8 kJ/mol
- LUMO energy: 0.9327 eV
- Total charge: 0
- SMILES: C=C=N[C@H](C)O
- Maximum force: 0.014 hartree/bohr
- DFT total energy: -286.5578 Ha
- Orbital gap: 0.368 hartree


# 3
# CHN3O2

A single CHN3O2 molecule at a distorted geometry (wB97M-V/def2-TZVPD, OMol25).

```
7
Properties=species:S:1:pos:R:3:mulliken_charge:R:1
O 1.9691 -0.6369 0.1094 -0.525
C 0.7747 -0.5365 -0.0115 0.559
N 0.0814 0.6737 0.3493 0.112
N -1.2014 0.6186 0.0875 -0.120
N -1.5851 -0.4419 -0.3513 0.050
O -0.1710 -1.3511 -0.4382 -0.328
H 0.4872 1.5602 0.6132 0.252
```

- ΔE to the lowest compared entry with this formula, charge and spin: 120.0 kJ/mol
- LUMO energy: 0.1217 eV
- Total charge: 0
- SMILES: O=c1[nH]nno1
- Maximum force: 0.034 hartree/bohr
- DFT total energy: -353.3874 Ha
- Orbital gap: 0.415 hartree


Q: Which value of orbital gap does entry 2 give?
A: 0.368 hartree


Q: Number 1 is which compound?
A: C19H20F11I2O2


Q: The highest orbital gap belongs to which entry?
A: CHN3O2